No. 1
C5H13N3O2 | ωB97M-V/def2-TZVPD

The calculation puts the orbital gap at 9.549 eV. The total energy comes out at -513.04901 a.u. As for the SMILES: [H]/N=C(/N)NC.CCC(=O)O. The charge is 0. The value obtained for the energy relative to the best compared isomer or geometry (same formula, charge and spin) is 29.0 kcal/mol. Its multiplicity is 1. The LUMO energy comes out at 0.3 eV.

Geometry as XYZ:
```
23
Properties=species:S:1:pos:R:3:forces:R:3:lowdin_charge:R:1
C 1.028064 2.007007 -0.161885 1.2549 1.2394 0.5743 -0.171
C 2.283831 2.792403 0.322421 -0.5236 -1.4075 1.3313 -0.090
C 0.954330 2.078665 -1.664820 -0.7446 -1.0329 -0.7611 -0.584
O 1.025289 3.073157 -2.342325 0.2117 0.3848 0.6357 0.083
O 0.836348 0.891482 -2.259396 -0.3759 -0.1361 -0.4249 0.031
H 1.192989 0.990207 0.186900 -0.3528 -0.1574 -0.2447 0.090
H 0.172677 2.440304 0.358066 -0.2685 -0.0957 -0.3655 0.111
H 2.214798 3.873107 0.359469 0.1199 0.0289 -0.7359 0.074
H 3.165917 2.337734 -0.121445 0.1796 0.6809 -0.4632 0.080
H 2.379674 2.482973 1.370526 0.0688 0.2358 0.1306 0.063
C -2.049589 -2.931859 1.421703 0.4976 -1.2477 0.3923 -0.087
C -0.870888 -1.443593 -0.168475 2.9095 -1.1488 1.3747 -0.492
N -1.054640 -2.690804 0.382976 -1.4707 1.2447 0.3069 0.007
N -1.458574 -0.376448 0.499545 -0.8156 -0.6970 -0.8692 0.119
N 0.096261 -1.239916 -1.021638 -2.1579 0.2465 -1.2537 0.099
H -0.698988 -3.501293 -0.092130 0.2886 0.1497 -0.0717 0.133
H -1.110148 -0.054905 1.382682 -0.0257 0.1350 -0.0465 0.104
H -1.858054 0.246474 -0.179838 0.3717 0.7897 0.4621 0.103
H 0.145907 -1.965293 -1.735844 0.5666 -0.3761 0.4760 0.079
H 0.444465 0.093262 -1.727549 0.6944 0.6924 0.2377 0.020
H -2.449314 -2.033367 1.870643 -0.1780 0.1935 -0.5487 0.069
H -1.573623 -3.454169 2.260963 0.1050 -0.0152 -0.1513 0.080
H -2.816725 -3.615132 1.059447 -0.3551 0.2928 0.0146 0.078
```
Forces are in eV/Å.

---

No. 2
C6H11N2O5S2 | ωB97M-V/def2-TZVPD

The calculation puts the orbital gap at 10.723 eV. The total energy comes out at -1516.93174 a.u. The charge is +1. The value obtained for the energy relative to the best compared isomer or geometry (same formula, charge and spin) is 0.0 kcal/mol. Its multiplicity is 1. The LUMO energy comes out at -3.3 eV.

Geometry as XYZ:
```
26
Properties=species:S:1:pos:R:3:forces:R:3:lowdin_charge:R:1
C 2.575295 1.437892 -0.772942 -1.6195 -0.5566 0.5049 -0.122
C 3.198275 -2.190281 0.217438 0.6087 0.7422 3.8285 -0.256
C 2.180690 -0.003915 -0.321436 0.0090 -0.0315 0.7163 -0.249
C -2.730682 0.424121 0.387724 0.0552 -1.0135 0.2668 -0.001
C -0.300194 0.174682 -0.538381 -0.4860 -3.3478 -0.5060 -0.094
C -1.293100 0.030780 0.633260 0.6528 0.2031 -0.7029 -0.375
N 0.955128 -0.456191 -0.161175 0.8461 -0.6801 0.8093 -0.064
N 3.232257 -0.704699 0.110635 0.6017 2.0047 -1.3417 -0.096
O 2.188263 -2.603976 -0.612171 0.0436 -0.8958 -0.1087 -0.275
O -0.169359 -2.620525 -0.948175 -2.2330 -1.0684 -2.0096 -0.313
O 4.946759 0.816843 1.403093 -0.7864 0.1462 -1.1785 -0.362
O 3.962589 1.516083 -0.902855 0.3305 -0.8553 1.7079 -0.282
O -0.990452 -1.237263 1.177249 -0.3999 -0.9636 0.9432 -0.114
S 0.670050 -2.324857 0.121052 3.7721 1.4583 0.7997 1.126
S 4.734590 0.434696 0.023955 1.5168 -1.4620 0.9317 1.073
H 2.078956 2.095918 -0.039747 0.6972 0.2163 -0.1410 0.156
H 2.305111 1.725190 -1.762099 -1.2781 -0.1570 -0.6964 0.141
H 4.272777 -2.537835 0.145306 -1.5175 -0.1559 -0.9377 0.161
H 2.932486 -2.453501 1.352563 0.4425 0.5828 -2.0834 0.166
H -3.243491 -0.217461 -0.358194 0.4142 1.0252 -0.1219 0.112
H -3.385878 0.425602 1.252914 0.3579 -0.7070 0.6384 0.093
H -2.638329 1.485236 0.292391 -0.4463 0.7731 -1.4342 0.088
H -0.597818 -0.538519 -1.312681 -0.6488 0.9686 -0.6969 0.128
H -0.040518 1.112829 -0.873303 -0.2635 2.2740 -0.8935 0.113
H -0.847305 0.717755 1.289893 0.0972 0.8466 1.7857 0.133
H -1.539734 -1.989296 0.914557 -0.7665 0.6536 -0.0800 0.113
```
Forces are in eV/Å.

---

No. 3
C2H2IN | ωB97M-V/def2-TZVPD

The calculation puts the orbital gap (alpha / beta) at 2.978 / 2.954 eV. The total energy comes out at -429.67074 a.u. The charge is 0. The value obtained for the energy relative to the best compared isomer or geometry (same formula, charge and spin) is 97.0 kcal/mol. Its multiplicity is 1. The LUMO energy (alpha / beta) comes out at -5.1 / -5.1 eV.

Geometry as XYZ:
```
6
Properties=species:S:1:pos:R:3:forces:R:3:lowdin_charge:R:1
C 0.451909 -0.152929 1.483683 0.1414 1.4523 4.9360 -0.284
C 0.381292 -0.323318 0.168479 -0.1635 -1.6960 -4.8121 0.107
N 0.528599 0.082276 2.651253 -0.1892 -0.7520 -2.8789 0.212
I -2.109189 1.301465 -3.420990 0.2352 -0.1806 0.4190 -0.224
H 0.461989 -1.402088 -0.267167 -0.2076 2.1205 0.9288 0.120
H 0.285399 0.494594 -0.615258 0.1836 -0.9442 1.4073 0.069
```
Forces are in eV/Å.

---

No. 4
C7H7Br2P | ωB97M-V/def2-TZVPD

The calculation puts the orbital gap at 9.626 eV. The total energy comes out at -5760.26250 a.u. The charge is 0. The value obtained for the energy relative to the best compared isomer or geometry (same formula, charge and spin) is 0.0 kcal/mol. Its multiplicity is 1. The LUMO energy comes out at 0.2 eV.

Geometry as XYZ:
```
17
Properties=species:S:1:pos:R:3:forces:R:3:lowdin_charge:R:1
C 0.504631 0.779155 -2.366330 -3.0162 0.4080 -1.1880 -0.090
C -0.828707 0.520446 -1.983987 -0.8733 -1.2077 1.0365 -0.075
C 1.461433 0.683901 -1.422074 0.3226 -0.1018 0.3188 -0.097
C -1.119578 0.172691 -0.665660 0.9798 -0.8848 0.4883 -0.083
C 1.187523 0.349035 -0.096455 0.4394 0.6563 0.1724 -0.096
C -0.111335 0.159877 0.367012 0.0501 0.2552 -2.6675 -0.439
C -0.419345 -0.171536 1.765491 -0.4907 0.4697 0.9022 -1.494
P -0.822592 -1.963186 1.962887 0.1932 0.3964 1.2649 0.765
Br 1.000289 0.503706 2.944910 0.0228 -0.2970 0.1197 0.632
Br -2.036518 0.729012 2.383315 -0.4207 0.3588 -0.0098 0.605
H 0.590503 1.072238 -3.409981 0.8319 -0.0662 0.2250 0.107
H -1.738716 0.368066 -2.615389 1.3828 0.5838 -0.1314 0.118
H 2.460336 0.903793 -1.698862 0.9117 0.0333 -0.0862 0.098
H -2.050363 -0.375277 -0.506690 -0.1463 0.8552 0.4037 0.099
H 2.091319 0.360084 0.515930 -0.6843 -0.1883 0.3109 0.074
H -0.602452 -1.885630 3.471647 0.1999 -0.5601 -1.9037 -0.045
H 0.433573 -2.206375 1.354235 0.2973 -0.7108 0.7443 -0.080
```
Forces are in eV/Å.

---

No. 5
C30H25P2S2V | ωB97M-V/def2-TZVPD

The calculation puts the orbital gap (alpha / beta) at 6.650 / 7.534 eV. The total energy comes out at -3580.77841 a.u. The charge is +2. The value obtained for the energy relative to the best compared isomer or geometry (same formula, charge and spin) is 0.2 kcal/mol. Its multiplicity is 1. The LUMO energy (alpha / beta) comes out at -8.2 / -7.3 eV.

Geometry as XYZ:
```
60
Properties=species:S:1:pos:R:3:forces:R:3:lowdin_charge:R:1
V -2.615457 0.339070 0.111178 -0.6876 0.0111 -0.1861 0.327
C -4.054063 -0.277982 1.684720 0.1076 -0.0083 -0.0225 -0.131
C -4.683782 -0.639682 0.455897 0.0358 -0.0389 -0.0011 -0.157
C -4.948128 0.533862 -0.261411 -0.0719 0.0024 -0.0594 -0.109
C -4.482699 1.626415 0.505458 0.0263 0.0987 0.0381 -0.162
C -3.941875 1.126366 1.720706 0.1175 -0.0545 0.0069 -0.116
H -3.694026 -0.967428 2.434966 -0.0525 0.0008 0.0217 0.136
H -4.907974 -1.646651 0.142849 -0.0298 0.0063 0.0075 0.122
H -5.398685 0.595313 -1.240095 -0.0192 0.0001 0.0105 0.141
H -4.543009 2.666830 0.229831 -0.0256 0.0022 0.0117 0.123
H -3.503729 1.713906 2.513008 -0.0424 0.0096 0.0144 0.139
S -2.188300 -1.809696 -0.708505 0.0782 0.0559 0.0525 0.596
P -0.417810 -1.437210 0.262712 0.0087 -0.1273 0.0138 0.627
C -0.794999 0.280693 0.382926 0.5937 -0.0290 0.0903 -0.563
P -0.295761 1.564173 -0.713642 -0.0402 0.1228 -0.1307 0.638
S -2.215200 2.058430 -1.306827 0.0642 -0.0647 0.0352 0.615
C 0.507403 2.890622 0.151587 -0.0169 -0.0737 -0.0453 -0.359
C 0.618514 2.866249 1.539955 -0.0136 -0.0155 0.0062 -0.070
C 1.227904 3.926812 2.190335 0.0042 0.0015 0.0031 -0.045
C 1.708205 5.003165 1.456190 -0.0080 -0.0124 -0.0054 -0.031
C 1.590683 5.026644 0.070583 0.0100 0.0177 -0.0031 -0.038
C 0.993153 3.969412 -0.591555 0.0012 -0.0063 0.0168 -0.066
C 0.668559 1.063143 -2.127561 -0.0130 0.0530 0.0849 -0.361
C 0.048498 0.727675 -3.329470 -0.0112 -0.0112 -0.0083 -0.089
C 0.826677 0.373456 -4.420048 -0.0014 -0.0031 -0.0059 -0.045
C 2.209523 0.344088 -4.303337 -0.0049 -0.0013 0.0095 -0.038
C 2.825855 0.663876 -3.098264 0.0057 -0.0052 0.0022 -0.046
C 2.060373 1.030632 -2.006159 0.0207 0.0017 0.0086 -0.072
C -0.343870 -2.141802 1.897126 0.0099 0.0561 -0.0672 -0.355
C -0.019365 -3.493879 2.023498 -0.0133 -0.0046 0.0100 -0.063
C 0.001619 -4.070449 3.281712 0.0057 -0.0168 -0.0127 -0.037
C -0.286104 -3.303045 4.403903 -0.0036 0.0105 0.0192 -0.032
C -0.598990 -1.955548 4.278421 0.0043 -0.0095 -0.0193 -0.047
C -0.634613 -1.370758 3.022589 0.0012 -0.0077 -0.0077 -0.087
C 1.013994 -1.960127 -0.659280 -0.0468 0.0006 0.0920 -0.363
C 0.906243 -2.373223 -1.984297 -0.0225 0.0064 -0.0127 -0.088
C 2.038904 -2.813536 -2.649882 0.0209 -0.0076 -0.0122 -0.049
C 3.265678 -2.830260 -1.999344 -0.0261 0.0117 0.0079 -0.036
C 3.372279 -2.406841 -0.679079 0.0158 0.0001 -0.0031 -0.044
C 2.246575 -1.977101 0.000196 0.0106 0.0205 0.0205 -0.073
H 0.238746 2.022796 2.104224 0.0018 0.0069 0.0138 0.095
H 1.328620 3.914827 3.266836 0.0017 0.0028 0.0001 0.119
H 2.179962 5.831810 1.966903 0.0017 0.0010 -0.0004 0.123
H 1.968239 5.869450 -0.491775 -0.0005 -0.0008 -0.0002 0.123
H 0.909092 3.981432 -1.671931 0.0032 0.0038 -0.0006 0.123
H -1.029934 0.758130 -3.421742 0.0008 0.0008 -0.0045 0.085
H 0.353865 0.132317 -5.362346 0.0025 -0.0006 -0.0007 0.122
H 2.814464 0.077817 -5.160167 -0.0002 0.0003 -0.0007 0.124
H 3.904142 0.644705 -3.015925 0.0006 -0.0001 -0.0054 0.123
H 2.541460 1.307284 -1.075476 -0.0028 -0.0005 0.0003 0.122
H 0.216721 -4.090717 1.150391 0.0000 0.0032 0.0020 0.123
H 0.247584 -5.117916 3.388790 -0.0011 0.0006 0.0013 0.123
H -0.261092 -3.758382 5.384862 0.0007 -0.0001 -0.0009 0.123
H -0.808600 -1.362382 5.158030 0.0003 -0.0005 0.0028 0.119
H -0.872131 -0.318951 2.917523 -0.0025 -0.0015 0.0219 0.089
H -0.051617 -2.364485 -2.489558 -0.0021 0.0026 0.0052 0.090
H 1.961115 -3.152260 -3.674131 0.0043 -0.0024 0.0010 0.123
H 4.145579 -3.184477 -2.519987 -0.0025 -0.0012 -0.0063 0.123
H 4.328731 -2.430813 -0.174769 0.0005 -0.0009 -0.0034 0.121
H 2.322870 -1.675799 1.038636 0.0020 -0.0058 -0.0062 0.120
```
Forces are in eV/Å.

---

No. 6
C13H48N4O11 | ωB97M-V/def2-TZVPD

The calculation puts the orbital gap at 9.242 eV. The total energy comes out at -1570.59657 a.u. As for the SMILES: NC(N)=O.NC(N)=O.CCO.CCO.CO.CO.CO.CO.CO.CO.CO. The charge is 0. The value obtained for the energy relative to the best compared isomer or geometry (same formula, charge and spin) is 13.7 kcal/mol. Its multiplicity is 1. The LUMO energy comes out at 0.2 eV.

Geometry as XYZ:
```
76
Properties=species:S:1:pos:R:3:forces:R:3:lowdin_charge:R:1
C 3.692722 1.712108 -1.772850 0.4971 1.9384 0.8825 -0.085
C 2.649606 0.768726 -2.214692 0.9954 -1.1631 -1.0146 -0.291
O 2.559646 -0.165527 -1.147421 -0.9579 -1.8097 -0.8388 -0.136
H 3.269932 2.404094 -0.989972 0.4647 -0.1894 -1.0544 0.084
H 4.085869 2.196016 -2.656663 -0.0730 0.9034 0.0187 0.079
H 4.581603 1.290308 -1.286965 -0.4227 -0.6122 -0.2315 0.093
H 2.967734 0.277660 -3.159083 -0.1346 -0.0813 0.5965 0.131
H 1.704061 1.231383 -2.471192 -0.3569 0.2247 0.4095 0.104
H 2.561184 -1.077006 -1.508192 -0.1797 0.8356 0.5042 0.092
C -0.667118 -2.689602 -3.763069 -2.6059 0.6314 -0.6171 -0.076
C 0.405212 -2.005441 -2.955696 -2.4799 -0.2678 1.4933 -0.393
O 1.570197 -2.331781 -3.538866 3.8918 -0.1734 -0.9047 -0.043
H -0.668019 -3.780177 -3.848020 0.7073 0.0838 0.3356 0.078
H -0.776587 -2.317746 -4.825406 0.5371 -0.1345 1.1292 0.098
H -1.653677 -2.455826 -3.300646 0.4337 -0.0109 -0.2329 0.069
H 0.413060 -2.319973 -1.901176 -0.3246 -0.2712 -0.2080 0.087
H 0.183503 -0.933220 -2.856572 0.2296 0.1561 -0.5691 0.102
H 2.237781 -2.576136 -2.879629 -0.3131 -0.0293 -0.4586 0.098
C -0.529011 -0.205787 1.494072 -7.9674 -0.8651 4.0803 -0.612
O -1.837605 -0.448767 1.936557 6.2282 1.0686 -1.7472 -0.125
N 0.484221 -0.022877 2.283546 1.8068 0.2146 0.9432 0.192
N -0.225545 -0.104330 0.256590 -0.0825 0.2962 -5.7498 0.163
H 0.354813 -0.108049 3.245703 -0.2610 -0.1379 1.5577 0.109
H 1.433841 0.225843 1.895972 -1.0952 -0.2940 0.5946 0.053
H -0.952939 0.001855 -0.509501 0.7230 -0.2713 1.3364 0.098
H 0.711198 0.200729 -0.002539 -0.3462 -0.0580 0.0147 0.093
C 3.586684 -0.137333 2.228646 0.9512 3.1422 5.2438 -0.624
O 3.890512 0.336198 3.425636 -0.8333 -2.2875 -4.4667 -0.071
N 2.906109 0.649459 1.376216 -0.6497 2.0726 -0.3565 0.118
N 3.796296 -1.343429 1.747861 2.0016 -3.8383 0.6113 0.164
H 2.709185 1.633195 1.637022 0.9052 -1.0057 -0.2440 0.084
H 2.914445 0.450200 0.387304 0.2302 -0.1777 0.0188 0.050
H 4.337871 -2.050052 2.314787 -0.9480 1.6545 -0.6702 0.152
H 3.173077 -1.796314 1.061532 0.2302 0.8564 0.2869 0.067
C -3.768023 2.086155 1.073491 -0.1750 -1.3551 -1.5191 -0.169
O -4.155707 3.209304 0.311657 1.5574 1.4550 0.8906 -0.102
H -4.567989 1.683605 1.671201 -0.3561 -0.1988 0.1919 0.082
H -2.903168 2.172021 1.688802 0.5301 1.0569 0.5710 0.055
H -3.447938 1.362495 0.323529 -0.1884 -0.7411 0.3841 0.054
H -5.026502 3.068341 0.009380 -1.4130 -0.2593 -0.4570 0.051
C 1.362196 -3.197679 1.738890 -0.3041 -0.7725 0.5797 -0.133
O 1.574092 -2.403766 0.589605 0.6954 -0.4928 -0.5600 -0.163
H 0.305841 -3.277075 1.905661 -0.7110 -0.3588 0.0545 0.065
H 1.735924 -2.750559 2.665057 0.4221 0.0753 -0.2292 0.078
H 1.776601 -4.227969 1.618225 -0.1609 0.9639 -0.1652 0.105
H 0.965965 -1.657153 0.596669 -0.2900 -0.0632 -0.0639 0.023
C -1.837765 -3.056995 -0.306942 2.1695 0.6146 -0.8141 -0.184
O -2.968075 -3.514587 -0.965834 -1.1025 -0.3011 0.6105 -0.079
H -0.891756 -3.384241 -0.772986 -0.3257 -0.4676 -0.1632 0.069
H -1.691457 -3.359901 0.720468 -0.8349 0.0943 0.4594 0.077
H -1.758752 -1.990119 -0.457897 -0.3018 0.4168 0.7361 0.049
H -2.688084 -3.980566 -1.733631 0.1559 -0.5888 -0.8167 0.053
C 2.261302 3.670698 2.781990 -0.5729 -1.1586 1.3510 -0.148
O 2.785603 3.468156 1.472142 1.2638 1.1682 -0.1078 -0.181
H 3.046184 3.648231 3.577002 -0.5453 -0.3821 -0.6666 0.100
H 1.420110 2.918157 3.030214 1.5953 0.9027 -0.6249 0.110
H 1.809460 4.626357 2.820057 -0.6329 1.1391 0.1406 0.058
H 3.568697 4.089624 1.392422 -1.3426 -1.2655 0.0028 0.135
C -5.181737 -2.166186 1.401283 1.3741 -0.0079 -0.4397 -0.140
O -4.297380 -1.114442 0.975006 -1.9512 -0.2899 -1.3294 -0.156
H -5.651443 -2.737253 0.567374 1.1247 0.3345 0.1494 0.084
H -6.045940 -1.823072 1.921603 -0.5269 0.7158 0.9056 0.048
H -4.544225 -2.774587 2.046901 -0.6839 -0.6648 -0.0251 0.082
H -3.622368 -0.914852 1.616937 0.6867 -0.1198 0.4385 0.004
C -0.528708 3.135796 0.543563 -0.7158 0.3367 -0.6381 -0.149
O 0.094863 4.008064 -0.400327 1.1877 0.0570 0.1125 -0.139
H -1.450978 2.680005 0.113489 0.8762 0.4273 -0.0789 0.057
H -0.891911 3.779483 1.344732 0.1930 -0.5232 0.6426 0.091
H 0.147539 2.318293 0.810345 -0.1645 0.3019 0.4821 0.054
H 0.963060 4.284160 -0.005409 -1.1927 -0.4666 -0.5276 0.073
C -1.781809 1.563509 -2.497023 0.6981 -0.6699 -2.2607 -0.117
O -2.035022 0.341995 -1.774314 -1.1157 0.9293 -0.5197 -0.167
H -2.090639 1.436814 -3.608404 0.3644 0.1667 1.7381 0.110
H -0.680897 1.604156 -2.507246 -0.3979 0.4613 0.0076 0.063
H -2.195962 2.523538 -2.147429 -0.0698 -0.7201 0.4828 0.084
H -2.983062 0.143639 -1.853548 0.3797 -0.1501 0.3824 0.111
```
Forces are in eV/Å.